(1)
67
Properties=species:S:1:pos:R:3 method="wB97M-V/def2-TZVPD" lumo_ev="-10.557 / -9.103" spin_multiplicity=4 total_charge=+3 de_lowest_kcal_mol=13.83 homo_ha="-0.6645 / -0.6645"
Cr -12.31 2.89 22.64
O -11.37 2.31 24.54
H -11.59 2.52 25.44
H -10.76 1.57 24.61
O -14.49 6.77 20.63
H -15.11 7.30 20.13
H -13.91 7.41 21.05
O -9.27 6.09 20.93
H -8.32 6.17 20.94
H -9.50 6.09 20.00
O -16.16 4.36 20.08
H -16.94 4.84 19.83
H -15.54 5.03 20.36
O -11.81 0.81 22.43
H -12.23 -0.01 22.17
H -10.91 0.72 22.10
O -10.73 4.34 22.71
H -10.34 4.88 22.02
H -10.10 4.38 23.42
O -10.57 -0.62 20.46
H -9.92 -1.01 19.88
H -11.29 -0.36 19.88
O -14.20 0.90 25.73
H -14.96 0.32 25.67
H -13.72 0.59 26.50
O -13.22 -1.39 21.91
H -12.67 -2.17 21.83
H -13.84 -1.47 21.19
O -16.69 2.39 22.80
H -17.58 2.59 23.09
H -16.71 1.45 22.60
O -13.78 2.63 18.51
H -14.43 3.15 18.03
H -12.95 2.83 18.08
O -9.10 1.79 22.24
H -8.65 2.07 21.45
H -8.40 1.66 22.88
O -13.08 5.30 25.22
H -12.29 5.14 25.73
H -13.60 5.90 25.76
O -9.20 4.82 24.62
H -9.36 5.43 25.35
H -8.27 4.62 24.69
O -14.23 2.47 21.11
H -14.30 2.61 20.17
H -15.14 2.49 21.43
O -12.56 7.70 22.41
H -13.05 8.47 22.71
H -11.77 8.07 22.02
O -12.03 5.48 19.65
H -11.55 5.67 18.84
H -12.80 6.04 19.61
O -16.73 5.37 24.38
H -17.66 5.27 24.58
H -16.32 4.60 24.78
O -9.88 -0.01 25.27
H -9.04 0.24 24.88
H -9.65 -0.67 25.93
O -13.34 4.69 22.55
H -13.27 5.40 23.19
H -13.79 5.09 21.81
O -11.77 3.09 20.65
H -11.55 2.48 19.95
H -11.75 3.95 20.23
O -13.97 2.43 23.79
H -13.99 1.90 24.59
H -14.88 2.56 23.56

=====

(2)
20
Properties=species:S:1:pos:R:3 method="wB97M-V/def2-TZVPD" lumo_ev="-4.012 / -9.716" spin_multiplicity=2 total_charge=+1 de_lowest_kcal_mol=13.18 homo_ha="-0.5317 / -0.5314"
C 3.34 0.10 -0.40
N 2.15 -0.23 0.35
C 1.07 -0.74 -0.34
N 0.30 -1.70 0.26
O 0.68 -0.35 -1.47
H 3.40 0.04 -1.48
H 4.29 -0.46 -0.12
H 3.57 1.20 -0.44
H 2.39 -0.60 1.22
H 0.44 -1.76 1.30
H -0.74 -1.73 0.03
H -0.49 2.70 -1.32
H 0.13 1.61 -0.56
O -0.46 2.27 -0.42
H -2.25 1.28 -0.25
H -3.72 1.70 -0.66
O -3.18 1.12 -0.07
H -2.92 -0.93 2.66
H -2.83 -0.42 1.20
O -2.64 -1.20 1.77

=====

(3)
56
Properties=species:S:1:pos:R:3 method="wB97M-V/def2-TZVPD" lumo_ev=-13.536 total_charge=+2 de_lowest_kcal_mol=109.53 homo_ha=-0.5431
Tl 2.21 4.15 -2.32
As -1.29 -0.87 -0.53
F -0.19 -1.31 0.77
F -0.32 -1.88 -1.62
F -2.47 -0.58 -1.90
F -2.12 0.27 0.62
F -0.32 0.59 -1.11
F -2.32 -2.31 -0.05
C 0.60 -2.59 -6.14
O 1.05 -1.26 -5.82
C 0.28 -0.15 -5.73
O 0.73 0.98 -5.48
O -1.11 -0.44 -6.03
C -1.93 0.70 -6.30
H 1.45 -3.27 -6.19
H 0.22 -2.59 -7.16
H -0.13 -2.97 -5.42
H -2.74 0.84 -5.58
H -2.67 0.32 -7.01
H -1.48 1.54 -6.84
C -3.19 7.35 3.50
O -2.26 6.99 2.42
C -2.52 6.01 1.54
O -1.66 5.59 0.74
O -3.89 5.67 1.52
C -4.49 4.89 0.48
H -4.23 7.29 3.16
H -2.95 8.39 3.74
H -3.01 6.66 4.32
H -4.03 5.00 -0.50
H -5.52 5.18 0.27
H -4.42 3.82 0.70
C 4.65 -2.68 -0.55
O 5.11 -2.25 -1.84
C 4.66 -1.13 -2.27
O 3.87 -0.31 -1.70
O 5.33 -0.72 -3.48
C 6.23 -1.45 -4.22
H 3.57 -2.83 -0.56
H 4.98 -2.09 0.31
H 5.06 -3.66 -0.31
H 7.17 -1.46 -3.66
H 6.36 -0.99 -5.20
H 5.83 -2.42 -4.49
C -1.45 -2.00 5.36
O -0.98 -3.21 5.92
C -0.83 -3.38 7.22
O -1.22 -2.58 8.04
O -0.06 -4.48 7.46
C 0.27 -4.80 8.77
H -2.16 -2.02 4.53
H -0.69 -1.25 5.16
H -2.11 -1.45 6.04
H 0.77 -5.78 8.75
H -0.61 -4.93 9.39
H 0.97 -4.16 9.30

=====

(4)
9
Properties=species:S:1:pos:R:3 method="wB97M-V/def2-TZVPD" lumo_ev="-0.183 / -0.181" total_charge=0 de_lowest_kcal_mol=29.03 homo_ha="-0.2848 / -0.2849"
C -0.84 -0.20 -1.04
O 0.30 0.41 -1.01
O 1.57 1.01 1.25
S -3.00 -2.21 -0.12
S -1.45 -1.11 0.27
H -1.53 -0.12 -1.84
H 0.65 0.25 -0.17
H 2.03 0.67 2.05
H 2.26 1.31 0.60

=====

(5)
7
Properties=species:S:1:pos:R:3 method="wB97M-V/def2-TZVPD" lumo_ev=0.558 total_charge=0 smiles=CNBr de_lowest_kcal_mol=0.00 homo_ha=-0.3494
C -0.01 -0.09 -0.01
N -1.10 0.57 0.72
Br -0.44 1.67 2.09
H -0.25 0.04 -1.04
H 0.91 0.46 0.24
H 0.21 -1.06 0.24
H -1.33 1.28 0.04

=====

(6)
25
Properties=species:S:1:pos:R:3 method="wB97M-V/def2-TZVPD" lumo_ev=0.739 total_charge=0 smiles="O=COCCN=[S@@](=O)(O)NC1CC1" de_lowest_kcal_mol=110.76 homo_ha=-0.3307
C 2.45 0.54 2.58
C 2.43 -0.10 1.30
C -0.01 -1.03 -1.47
C -1.23 -1.62 -2.21
C 1.74 1.24 1.40
C -3.04 -0.55 -1.32
N -0.41 -0.42 -0.23
N 0.31 1.27 1.43
O -1.74 1.78 0.38
O 0.36 1.78 -1.00
O -2.25 -0.73 -2.40
O -3.64 0.46 -1.03
S -0.39 1.08 -0.04
H 1.91 0.23 3.37
H 3.42 1.05 2.79
H 3.40 -0.32 0.85
H 1.78 -0.92 1.30
H 0.70 -1.81 -1.25
H 0.56 -0.44 -2.22
H -1.04 -2.07 -3.19
H -1.42 -2.62 -1.64
H 2.14 2.19 1.01
H -3.16 -1.43 -0.74
H -0.15 0.93 2.27
H -2.72 1.50 0.07

=====

(7)
10
Properties=species:S:1:pos:R:3 method="wB97M-V/def2-TZVPD" lumo_ev="0.578 / -2.027" spin_multiplicity=3 total_charge=0 de_lowest_kcal_mol=11.54 homo_ha="-0.2660 / -0.3286"
Si -0.34 -1.54 2.67
Si 0.67 2.14 -2.98
S -0.16 -0.89 -0.40
S -1.64 -1.10 0.96
H 0.88 -0.54 2.77
H -1.31 -1.43 3.66
H 0.29 -3.01 2.59
H 1.67 3.16 -3.60
H 0.53 0.81 -3.42
H -0.59 2.40 -2.23

=====

(8)
12
Properties=species:S:1:pos:R:3 method="wB97M-V/def2-TZVPD" lumo_ev=0.803 total_charge=0 smiles=C1SCSCS1 de_lowest_kcal_mol=10.73 homo_ha=-0.3131
C 1.52 0.64 -0.08
C -1.38 0.84 -0.12
C -0.13 -1.50 0.06
H 2.30 1.18 -0.57
H 1.70 0.64 1.05
H -1.36 0.83 1.00
H -2.30 1.44 -0.29
H -0.16 -2.64 0.09
H -0.07 -1.26 1.08
S 0.07 1.67 -0.69
S -1.59 -0.82 -0.75
S 1.40 -1.02 -0.77

=====

(9)
44
Properties=species:S:1:pos:R:3 method="wB97M-V/def2-TZVPD" lumo_ev="0.564 / -2.353" spin_multiplicity=3 total_charge=0 de_lowest_kcal_mol=2.19 homo_ha="-0.2739 / -0.3231"
Pd -0.47 -0.45 1.51
O -0.49 0.64 3.36
C -0.13 1.79 2.92
O 0.99 2.23 2.76
C -1.30 2.71 2.60
C -1.43 3.92 3.27
C -2.50 4.77 3.01
C -3.44 4.43 2.04
C -3.31 3.25 1.34
C -2.25 2.38 1.61
S -2.15 0.93 0.67
H -0.68 4.19 4.01
H -2.59 5.70 3.55
H -4.26 5.10 1.82
H -4.02 2.98 0.57
Cl 1.12 -2.75 6.59
C 0.55 -1.39 5.60
Cl 1.74 -0.09 5.62
Cl -1.01 -0.83 6.20
C 0.40 -1.89 4.23
N 0.29 -2.31 3.17
C -1.34 -1.23 -2.02
As 0.06 -1.38 -0.68
C 0.56 -3.24 -0.94
C 1.54 -0.40 -1.54
C 1.83 -0.85 -2.94
C 2.73 -1.89 -3.20
C 2.97 -2.32 -4.49
C 2.32 -1.71 -5.56
C 1.43 -0.67 -5.32
C 1.19 -0.24 -4.03
H -0.98 -1.61 -2.97
H -1.63 -0.18 -2.13
H -2.20 -1.80 -1.68
H 0.77 -3.44 -1.99
H -0.28 -3.86 -0.62
H 1.42 -3.48 -0.33
H 2.41 -0.54 -0.89
H 1.26 0.65 -1.51
H 3.24 -2.36 -2.37
H 3.67 -3.12 -4.67
H 2.50 -2.05 -6.57
H 0.93 -0.19 -6.15
H 0.51 0.58 -3.84

=====

(10)
107
Properties=species:S:1:pos:R:3 method="wB97M-V/def2-TZVPD" lumo_ev=-4.974 total_charge=+1 homo_ha=-0.3906
C 2.11 -2.73 3.26
O 1.42 -2.31 2.02
C 0.06 -2.86 1.94
C -1.03 -1.84 1.20
C -1.67 -0.75 2.29
C -1.15 0.74 1.76
C -2.06 1.54 0.66
C -3.44 0.80 0.11
N -4.51 0.95 1.22
C -1.55 3.01 0.16
C -2.46 3.84 -0.91
C -3.21 5.10 -0.09
C -3.50 4.87 1.51
N -3.61 6.27 -0.69
C -0.10 3.55 0.80
C 0.45 5.00 0.27
C 1.46 4.78 -1.04
C 2.86 3.89 -0.97
C 3.85 3.65 -2.30
C 3.48 4.27 -3.78
C 2.10 5.18 -3.87
C 1.11 5.42 -2.55
C -0.25 6.32 -2.85
C 0.74 2.68 1.90
C 2.14 3.07 2.63
F 2.74 4.37 2.31
F 3.17 2.03 2.22
F 2.08 3.00 4.14
N 0.15 1.30 2.30
O 0.81 0.48 3.18
H 2.64 -3.76 3.09
H 1.41 -2.80 4.19
H 2.97 -1.94 3.55
H 0.11 -3.89 1.33
H -0.39 -3.15 3.00
H -0.41 -1.29 0.35
H -1.85 -2.47 0.64
H -1.33 -1.00 3.38
H -2.87 -0.83 2.30
H -3.16 -0.36 -0.03
H -3.81 1.17 -0.93
H -4.03 1.21 2.14
H -4.89 -0.03 1.31
H -3.33 3.24 -1.41
H -1.78 4.23 -1.78
H -3.99 3.80 1.60
H -2.50 4.88 2.12
H -4.17 5.74 1.95
H -3.35 6.24 -1.71
H 0.92 5.69 1.10
H -0.46 5.63 -0.16
H 3.22 3.35 0.01
H 4.83 2.99 -2.18
H 4.20 4.04 -4.67
H 1.83 5.62 -4.94
H 0.04 7.10 -3.71
H -0.62 6.93 -1.93
H -1.04 5.60 -3.32
H 0.20 0.45 4.00
C -3.89 -8.28 1.14
O -2.84 -7.31 1.09
C -1.68 -7.77 0.58
O -1.47 -8.91 0.17
O -0.78 -6.76 0.60
C 0.51 -7.10 0.08
H -4.78 -7.80 1.57
H -4.14 -8.62 0.13
H -3.61 -9.12 1.78
H 0.43 -7.40 -0.97
H 0.96 -7.90 0.68
H 1.15 -6.22 0.14
C 4.54 -13.03 2.01
O 3.13 -12.94 2.12
C 2.64 -11.68 2.03
O 3.30 -10.66 1.86
O 1.29 -11.74 2.15
C 0.64 -10.47 2.06
H 4.82 -14.09 2.10
H 4.88 -12.67 1.04
H 5.03 -12.48 2.82
H 0.82 -10.01 1.09
H 0.97 -9.81 2.87
H -0.44 -10.64 2.17
C -1.80 -0.16 -6.49
O -2.34 0.06 -5.18
C -3.69 0.11 -5.14
O -4.45 -0.01 -6.09
O -4.06 0.33 -3.85
C -5.47 0.40 -3.65
H -0.71 -0.18 -6.40
H -2.14 -1.12 -6.88
H -2.08 0.66 -7.16
H -5.95 -0.54 -3.93
H -5.90 1.24 -4.21
H -5.65 0.57 -2.58
C 4.44 8.94 -1.91
O 5.10 8.38 -0.78
C 4.34 8.34 0.34
O 3.19 8.74 0.45
O 5.09 7.79 1.33
C 4.42 7.68 2.59
H 5.14 8.92 -2.76
H 3.56 8.35 -2.18
H 4.16 9.98 -1.72
H 3.53 7.04 2.50
H 4.14 8.67 2.96
H 5.10 7.23 3.30

=====

(11)
9
Properties=species:S:1:pos:R:3 method="wB97M-V/def2-TZVPD" lumo_ev=0.096 total_charge=0 smiles="N#C[C@@H](O)C=O" de_lowest_kcal_mol=66.26 homo_ha=-0.3959
O 0.11 1.36 -0.70
C 0.31 0.21 0.03
C -0.99 -0.50 0.06
O -1.96 0.22 0.04
C 1.63 -0.39 -0.10
N 2.70 -0.84 -0.06
H -0.88 1.38 -0.70
H 0.04 0.13 1.21
H -0.96 -1.58 0.21

=====

(12)
46
Properties=species:S:1:pos:R:3 method="wB97M-V/def2-TZVPD" lumo_ev=-0.321 total_charge=0 smiles="CC1(C)OB(c2ccc(C(=O)Nc3nnc(S(N)(=O)=O)s3)cc2)OC1(C)C" homo_ha=-0.3563
O -0.70 1.21 -3.44
O -5.61 2.28 -8.10
O -3.72 3.98 -7.74
N -4.75 1.40 -3.82
N -5.38 1.88 -4.94
O 2.88 -0.63 2.03
O 1.07 -1.58 3.19
S -2.88 2.25 -5.14
B 1.57 -0.85 2.12
C -1.45 0.87 -2.58
C -3.48 1.46 -3.74
C -4.50 2.44 -5.70
C -0.90 -0.83 0.73
C 1.20 -0.18 -0.19
C -1.52 -0.39 -0.44
C 0.58 0.19 -1.35
C 0.52 -0.74 0.88
C -0.80 0.13 -1.46
N -2.81 0.99 -2.67
N -6.06 4.47 -6.80
C 3.72 0.24 4.07
C 4.71 -1.87 3.16
C 2.54 -3.42 3.74
C 1.96 -1.76 5.49
C 3.40 -1.07 3.29
C 2.25 -1.93 3.91
S -4.96 3.25 -7.16
H -1.41 -1.30 1.54
H 2.26 -0.12 -0.12
H -2.60 -0.52 -0.48
H 1.18 0.65 -2.14
H -3.38 0.59 -1.99
H -5.80 5.28 -7.33
H -6.93 4.17 -7.17
H 4.29 0.11 5.00
H 2.79 0.82 4.18
H 4.23 0.92 3.34
H 4.81 -2.42 2.23
H 5.50 -1.12 3.11
H 4.86 -2.42 4.05
H 3.32 -3.80 4.32
H 1.57 -3.88 3.98
H 2.73 -3.62 2.67
H 1.16 -2.39 5.82
H 2.89 -2.01 5.95
H 1.66 -0.74 5.71

=====

Energy (computed, Ha): -2725.34710; -493.51475; -4381.04449; -987.30315; -2669.21339; -1044.34418; -1378.80625; -1312.44302; -5043.72072; -2843.50450; -321.27205; -1999.46256